No. 1
Computed, not measured: C58H49N5O6Sc as an isolated structure, with ωB97M-V/def2-TZVPD.

CARTESIAN COORDINATES (ANGSTROEM)
Sc 14.0427 17.0869 15.9009
C 23.9503 18.0861 16.6715
O 22.9978 18.1617 17.7414
C 21.6874 17.9192 17.3770
C 20.7265 17.9250 18.4261
C 19.3929 17.7758 18.1876
C 18.9389 17.5251 16.8750
C 19.8626 17.3952 15.8773
C 21.2745 17.5978 16.0984
C 17.5613 17.3191 16.5618
C 16.9837 16.1328 16.8696
C 17.5811 14.9707 17.5469
C 16.6096 14.0839 17.7640
C 15.3671 14.5864 17.2259
N 15.5986 15.8524 16.7296
C 14.1850 13.9154 17.1756
C 13.0166 14.3198 16.3396
C 11.7201 13.8071 16.2292
C 11.0960 14.3623 15.0939
C 12.0507 15.2106 14.5224
C 12.0325 15.9764 13.2344
C 11.4121 15.4817 12.0120
C 12.2361 15.4135 10.8738
C 11.7294 14.7625 9.7503
C 10.4243 14.2457 9.7086
O 10.1908 13.5048 8.5643
C 8.9293 12.9752 8.4498
C 9.5611 14.3745 10.8038
C 10.1143 15.0306 11.9474
C 12.5442 17.2362 13.1268
N 13.1900 17.8959 14.1793
C 13.2539 19.3092 13.8748
C 13.9552 20.2105 14.6495
C 13.5916 21.6739 14.6988
C 14.2845 22.6075 15.5039
C 13.8953 23.9310 15.6305
C 12.8199 24.4217 14.9278
O 12.4263 25.7384 15.1032
C 11.1004 26.0726 14.7153
C 12.1186 23.5115 14.1432
C 12.4469 22.1772 14.0719
C 15.2702 19.8269 15.2725
C 16.4526 20.5016 15.1567
C 17.5060 19.6712 15.6026
C 16.8816 18.4861 15.9656
N 15.5454 18.5599 15.8042
C 12.5349 19.4586 12.6041
C 12.2393 18.2552 12.1510
N 13.2191 15.2406 15.2678
C 14.0129 12.6540 17.9477
C 14.4173 12.5425 19.2832
C 14.2022 11.4257 20.0933
C 13.5975 10.3199 19.5744
O 13.5142 9.2365 20.4152
C 12.6118 8.2269 20.0044
C 13.2677 10.3179 18.2310
C 13.4020 11.4356 17.3739
H 24.9177 18.3932 17.1275
H 23.7633 18.8139 15.9097
H 23.9749 17.0599 16.2416
H 21.1456 18.1514 19.3855
H 18.6467 17.7782 19.0449
H 19.5812 17.1452 14.8945
H 21.9620 17.6332 15.2611
H 18.6278 14.8261 17.6669
H 16.6314 13.0874 18.2124
H 11.3288 13.0699 16.9205
H 10.1104 14.1436 14.7596
H 13.2862 15.7016 10.8719
H 12.3171 14.5606 8.8674
H 8.8672 12.3406 7.5425
H 8.2033 13.7770 8.3102
H 8.5864 12.3726 9.3184
H 8.5408 13.9995 10.8432
H 9.4555 15.1926 12.7967
H 15.0439 22.2127 16.1596
H 14.3757 24.6629 16.2915
H 11.0727 27.1148 14.8507
H 10.4018 25.5991 15.3864
H 10.9121 25.8128 13.6772
H 11.2340 23.8889 13.5701
H 11.8688 21.4893 13.5073
H 16.5283 21.5110 14.8398
H 18.5248 19.9585 15.6454
H 12.5885 20.4147 12.0736
H 11.6146 17.9927 11.2875
H 14.8497 13.4277 19.6806
H 14.5501 11.4868 21.1000
H 12.4702 7.5169 20.7990
H 13.0181 7.7047 19.1719
H 11.6351 8.6512 19.7395
H 12.8020 9.4087 17.8457
H 13.1858 11.3909 16.3291
C 13.6801 20.3597 18.5178
N 12.8038 19.9798 19.6165
C 13.3120 20.4345 20.8962
C 11.4575 20.4807 19.4428
C 10.8473 20.2649 18.0697
C 10.7237 21.3476 17.1859
C 10.0620 21.1841 15.9825
C 9.5886 19.9187 15.6126
C 9.7588 18.8374 16.3998
C 10.3612 19.0241 17.6579
H 13.8186 21.4316 18.4389
H 13.4607 19.8841 17.5422
H 14.6761 19.9725 18.7657
H 13.2824 21.6182 20.9190
H 14.3235 20.1632 20.9948
H 12.7102 20.0630 21.7530
H 11.4517 21.5423 19.5817
H 10.7949 20.0916 20.2016
H 11.0712 22.3076 17.4791
H 10.0081 22.0288 15.3046
H 9.1021 19.7938 14.6457
H 9.5088 17.8518 16.0692
O 10.6279 17.9318 18.4941
C 11.6577 17.1988 18.1623
O 12.5051 17.5007 17.3634
H 11.7042 16.2870 18.7538

Results
**Orbital gap (spin up / spin down)**: 4.85 / 4.85 eV
**HOMO (spin up / spin down)**: -0.0945 / -0.0945 Ha
**Charge**: -1
**Energy relative to the best compared isomer or geometry (same formula, charge and spin)**: 25.5 kcal/mol

=====

No. 2
Computed, not measured: a 10-piece molecular cluster, C56H136O36P8S2 overall, with ωB97M-V/def2-TZVPD.

CARTESIAN COORDINATES (ANGSTROEM)
C -5.9095 -0.0752 6.0160
C -4.4422 0.2059 6.3431
O -4.3993 1.3640 7.1875
P -2.9931 2.0700 7.5166
O -2.0288 1.3080 8.3409
O -2.4519 2.5351 6.0892
C -1.0196 2.6682 5.8907
C -0.6178 1.9440 4.6390
O -3.3328 3.4348 8.2820
C -3.9124 4.6007 7.6589
C -5.2479 4.3264 7.0032
H -6.5123 -0.3205 6.8898
H -6.3100 0.8734 5.6519
H -5.9581 -0.9158 5.3259
H -4.1059 -0.6771 6.8929
H -3.8038 0.3380 5.4710
H -0.7593 3.7265 5.8431
H -0.5186 2.2414 6.7594
H 0.4654 1.9337 4.5196
H -1.0448 0.9388 4.6535
H -1.0109 2.4359 3.7464
H -4.0323 5.3720 8.4218
H -3.1210 5.0032 7.0210
H -5.5299 5.2526 6.4986
H -5.1707 3.5193 6.2800
H -5.9650 4.0940 7.7882
C 2.1048 -0.1570 8.1659
C 3.6451 0.0015 8.2673
O 4.0934 0.6813 7.0976
P 4.4204 -0.0678 5.7334
O 5.0144 -1.3973 5.8642
O 5.3044 1.0371 5.0058
C 6.2161 0.6409 3.9766
C 6.8615 1.9198 3.4381
O 3.0357 -0.0422 4.9399
C 2.6502 -1.0491 4.0161
C 1.6122 -1.9795 4.6148
H 1.7536 -0.4601 9.1545
H 1.6506 0.7906 7.8847
H 1.7646 -0.9016 7.4480
H 3.8213 0.5943 9.1632
H 4.1783 -0.9392 8.4059
H 6.9742 0.0154 4.4487
H 5.7676 0.0661 3.1637
H 7.8160 1.7380 2.9463
H 6.2528 2.4531 2.7074
H 6.9777 2.5483 4.3210
H 2.2372 -0.5644 3.1284
H 3.5004 -1.6326 3.6485
H 1.3985 -2.7840 3.9108
H 1.8887 -2.3644 5.5950
H 0.7100 -1.3765 4.7499
C 6.9969 -2.3622 -0.9043
C 6.9386 -3.6843 -1.6533
O 6.0093 -3.5944 -2.7425
P 4.5313 -4.1715 -2.5681
O 4.4645 -5.5436 -2.0172
O 3.7697 -3.1081 -1.6379
C 2.3536 -3.2492 -1.4552
C 2.0090 -2.4618 -0.1850
O 3.8151 -4.0203 -3.9851
C 4.0113 -4.9325 -5.0603
C 5.3385 -4.5850 -5.7488
H 6.6165 -1.5450 -1.5210
H 6.4859 -2.2293 0.0484
H 8.0474 -2.1178 -0.7208
H 7.8761 -3.9387 -2.1497
H 6.7945 -4.5090 -0.9507
H 1.7194 -2.8524 -2.2506
H 2.1116 -4.2949 -1.2556
H 0.9447 -2.5719 0.0342
H 2.5510 -2.9046 0.6499
H 2.2064 -1.4037 -0.3243
H 3.9613 -5.9806 -4.7454
H 3.1595 -4.9090 -5.7440
H 5.5543 -5.2618 -6.5759
H 5.2724 -3.5468 -6.0720
H 6.1682 -4.6579 -5.0497
C 0.1682 -1.1547 -4.9531
C -1.1522 -0.3515 -4.9555
O -1.8682 -0.5079 -6.1641
P -1.8650 0.6331 -7.2890
O -2.2828 1.9532 -6.8054
O -0.3691 0.5176 -7.9334
C 0.6438 1.4534 -7.5253
C 0.8910 2.3578 -8.7310
O -2.8108 0.0507 -8.4187
C -2.6302 -1.3244 -8.8427
C -3.8070 -1.8482 -9.6454
H 0.0351 -2.0989 -5.4847
H 0.9152 -0.6463 -5.5673
H 0.4961 -1.3435 -3.9350
H -1.7581 -0.7653 -4.1480
H -0.9636 0.7027 -4.7388
H 0.3483 2.0277 -6.6454
H 1.5341 0.8708 -7.2795
H 1.7014 3.0561 -8.5102
H 1.1842 1.7366 -9.5752
H -0.0284 2.8982 -8.9470
H -1.6533 -1.5273 -9.2810
H -2.6480 -1.8960 -7.9111
H -3.5719 -2.9068 -9.7706
H -4.7053 -1.8146 -9.0278
H -4.0239 -1.3525 -10.5881
C -2.6787 -7.6205 -3.2609
C -3.0424 -6.1650 -3.4927
O -2.6790 -5.3111 -2.3984
P -1.2982 -4.4841 -2.3907
O -1.1971 -3.2714 -3.2100
O -1.0882 -4.3215 -0.7958
C -1.1845 -5.4981 0.0013
C -0.5441 -5.3509 1.3659
O -0.2613 -5.5778 -2.9059
C 0.6920 -5.3390 -3.9613
C 0.0277 -5.4571 -5.3204
H -3.0636 -8.2845 -4.0311
H -1.6012 -7.7499 -3.1501
H -3.0507 -7.9446 -2.2838
H -2.5647 -5.8941 -4.4378
H -4.1053 -5.9516 -3.5935
H -2.2256 -5.8325 0.0898
H -0.8241 -6.3861 -0.5327
H 0.4611 -4.9376 1.2326
H -1.0609 -4.6206 1.9859
H -0.4162 -6.2983 1.8832
H 1.1748 -4.3636 -3.9004
H 1.4466 -6.1110 -3.8266
H -0.8319 -4.7996 -5.4523
H 0.7679 -5.2374 -6.0900
H -0.3808 -6.4653 -5.4266
C 4.3373 5.5154 -2.6374
C 3.9666 4.3080 -1.7819
O 3.3971 3.3203 -2.6546
P 2.6559 2.0276 -2.0796
O 1.3886 2.2262 -1.3553
O 3.8372 1.3749 -1.2349
C 3.6051 1.1456 0.1914
C 4.6000 0.0365 0.5517
O 2.4187 1.1002 -3.3415
C 3.4359 0.6959 -4.2607
C 4.1000 -0.5881 -3.8517
H 5.1106 5.3820 -3.3916
H 3.4749 5.9013 -3.1858
H 4.6357 6.3369 -1.9820
H 4.8826 3.8459 -1.4052
H 3.3169 4.5721 -0.9483
H 3.7136 2.0864 0.7235
H 2.6147 0.7135 0.3344
H 4.5594 -0.8026 -0.1359
H 5.5912 0.4919 0.4633
H 4.4659 -0.3218 1.5732
H 2.8282 0.5520 -5.1618
H 4.1439 1.4636 -4.5845
H 4.6851 -0.4013 -2.9494
H 3.3562 -1.3583 -3.6487
H 4.7843 -1.0033 -4.5927
C -5.1683 -5.2393 0.0280
C -4.4590 -3.9036 0.2114
O -3.8312 -3.7752 1.4830
P -4.7465 -3.2796 2.7261
O -5.5352 -4.3342 3.3269
O -3.6577 -2.5664 3.6420
C -2.4778 -3.1811 4.1238
C -2.1305 -2.4742 5.4433
O -5.5519 -2.0036 2.1982
C -6.8728 -2.1393 1.6521
C -6.9338 -1.1225 0.5333
H -5.9818 -5.3067 0.7559
H -5.6059 -5.3277 -0.9658
H -4.4963 -6.0746 0.2186
H -3.6576 -3.9195 -0.5347
H -5.0473 -3.0580 -0.1485
H -2.5747 -4.2371 4.3813
H -1.6905 -3.0028 3.3888
H -1.2018 -2.8321 5.8808
H -2.0872 -1.3862 5.3649
H -2.9958 -2.6304 6.0914
H -7.1368 -3.1286 1.2698
H -7.6271 -1.9814 2.4235
H -6.3865 -0.2243 0.8316
H -6.3898 -1.3841 -0.3780
H -7.9268 -0.8043 0.2207
C 1.3775 3.8888 1.4726
C 2.3579 4.9526 1.9738
O 1.9904 6.2729 1.5760
P 1.1157 7.1760 2.5538
O -0.0084 6.5405 3.2609
O 2.2397 7.8062 3.5270
C 1.9722 9.0033 4.2277
C 3.2839 9.4526 4.8821
O 0.6384 8.3903 1.5906
C 0.3118 8.1593 0.2227
C 1.3797 8.8016 -0.6218
H 1.7413 2.8766 1.6436
H 0.4859 4.0952 2.0677
H 1.1049 3.9213 0.4191
H 2.4912 4.8716 3.0529
H 3.3249 4.7352 1.5102
H 1.5911 9.8305 3.6221
H 1.1918 8.8429 4.9800
H 3.1496 10.3166 5.5311
H 3.6923 8.6668 5.5165
H 3.9390 9.6658 4.0381
H 0.2539 7.1257 -0.1255
H -0.6697 8.6166 0.0795
H 2.2671 8.1693 -0.5134
H 1.2100 8.7419 -1.7029
H 1.6146 9.8472 -0.4320
O 0.1888 0.0277 1.7951
S -0.9347 0.6290 1.1013
O -1.1381 2.0534 1.1742
C -0.9545 0.1242 -0.6825
C -2.0033 -0.9937 -0.7116
C -3.1694 -0.5565 0.2379
C -2.4642 -0.2320 1.5420
H 0.0672 -0.1602 -0.9256
H -1.1788 1.0286 -1.2455
H -2.3582 -1.1240 -1.7332
H -1.5313 -1.9021 -0.3378
H -3.9366 -1.3100 0.3784
H -3.6385 0.2663 -0.3062
H -2.1559 -1.1470 2.0490
H -2.8993 0.4051 2.3123
O -6.5299 3.5549 -2.1756
S -5.7540 2.3821 -2.4393
O -6.0686 1.0920 -1.8556
C -5.4934 2.1619 -4.2446
C -3.9583 1.9848 -4.4521
C -3.2727 1.7213 -3.0973
C -3.9879 2.6180 -2.0968
H -5.7381 3.0791 -4.7763
H -6.1753 1.3672 -4.5371
H -3.7716 1.2283 -5.2144
H -3.5402 2.8853 -4.9019
H -2.2225 2.0095 -3.1431
H -3.3319 0.6648 -2.8325
H -3.8619 3.6640 -2.3851
H -3.8445 2.4283 -1.0363

Results
**Structure (SMILES)**: CCOP(=O)(OCC)OCC.CCOP(=O)(OCC)OCC.CCOP(=O)(OCC)OCC.CCOP(=O)(OCC)OCC.CCOP(=O)(OCC)OCC.CCOP(=O)(OCC)OCC.CCOP(=O)(OCC)OCC.CCOP(=O)(OCC)OCC.O=S1(=O)CCCC1.O=S1(=O)CCCC1
**Orbital gap**: 10.12 eV
**HOMO**: -0.3658 Ha
**Charge**: 0
**Energy relative to the best compared isomer or geometry (same formula, charge and spin)**: 0.0 kcal/mol

=====

No. 3
Computed, not measured: a single C15H24N2O3S2 molecule, with ωB97M-V/def2-TZVPD.

CARTESIAN COORDINATES (ANGSTROEM)
C -5.5038 1.0023 -0.8059
C -5.1231 1.9539 0.3209
N -3.6749 2.0138 0.4670
C -3.0871 3.3120 0.7505
C -1.6214 3.3464 0.3406
S -3.0212 0.7781 1.3993
O -3.9893 -0.2719 1.5206
O -2.4223 1.2921 2.5958
C -1.7156 0.1727 0.3390
C -1.9333 -0.2106 -0.9455
S -0.4965 -0.7637 -1.6943
C 0.4246 -0.4793 -0.2474
C 1.8790 -0.7349 -0.1206
O 2.4722 -0.4287 0.8950
N 2.4483 -1.3128 -1.1997
C 3.8618 -1.6535 -1.2959
C 4.7382 -0.4037 -1.1811
C 6.2099 -0.7777 -1.3236
C 6.6054 -1.7970 -0.2601
C 5.7304 -3.0417 -0.3671
C 4.2579 -2.6711 -0.2232
C -0.3751 0.0189 0.7428
H -5.2046 -0.0076 -0.5419
H -5.0147 1.2999 -1.7307
H -6.5804 1.0214 -0.9549
H -5.4874 2.9592 0.0981
H -5.5856 1.6160 1.2541
H -3.6433 4.0593 0.1791
H -3.1711 3.5478 1.8191
H -1.2465 4.3640 0.4194
H -1.0329 2.7098 0.9936
H -1.5078 3.0080 -0.6867
H -2.8556 -0.1967 -1.4887
H 1.8607 -1.5310 -1.9878
H 4.0054 -2.1018 -2.2856
H 4.4522 0.3150 -1.9526
H 4.5644 0.0527 -0.2067
H 6.3853 -1.2007 -2.3163
H 6.8253 0.1187 -1.2289
H 6.4788 -1.3524 0.7286
H 7.6563 -2.0689 -0.3769
H 5.8942 -3.5196 -1.3366
H 6.0040 -3.7583 0.4091
H 3.6313 -3.5612 -0.3148
H 4.0812 -2.2277 0.7568
H -0.0169 0.2633 1.7257

Results
**Structure (SMILES)**: CCN(CC)S(=O)(=O)c1csc(C(=O)NC2CCCCC2)c1
**Orbital gap**: 9.48 eV
**HOMO**: -0.3424 Ha
**Charge**: 0

=====

Among the records above, which one has the lowest charge?
C58H49N5O6Sc

=====

Which value of charge does entry 1 give?
-1

=====

Which value of charge does entry 1 give?
-1

=====

Number 2 is which compound?
C56H136O36P8S2